A 2-piece molecular cluster, C10H14ClN3 overall in a non-equilibrium geometry. Source: OMol25; level of theory: ωB97M-V/def2-TZVPD.

Computed properties:
SMILES ... Cc1n[nH]c(C)c1Cl.C=C(C#N)CC
LUMO level ... 0.44 eV
Energy relative to the best compared isomer or geometry (same formula, charge and spin) ... 51.5 kcal per mole
Orbital gap ... 9.290 eV
Molar mass ... 211.70 g/mol
HOMO ... -8.85 eV
Calculated total energy ... -1013.8100 Eh

Structure (XYZ):
```
28
C10H14ClN3, DFT ωB97M-V/def2-TZVPD
C -1.143 0.341 -2.357
C -0.735 0.913 -0.997
N 0.253 0.415 -0.328
N 0.281 1.237 0.795
C -0.726 2.162 0.866
C -0.996 3.143 1.886
C -1.347 1.965 -0.312
Cl -2.776 2.842 -0.746
H -2.074 -0.159 -2.206
H -1.331 1.159 -3.076
H -0.328 -0.385 -2.615
H 0.881 0.897 1.593
H -1.205 4.051 1.345
H -1.883 2.989 2.504
H -0.090 3.171 2.479
C 0.121 -1.661 1.902
C 0.412 -1.827 0.644
C -0.505 -2.031 -0.372
N -1.254 -2.278 -1.186
C 1.865 -1.756 0.159
C 1.949 -2.132 -1.375
H -0.912 -1.470 2.290
H 0.767 -1.672 2.769
H 2.530 -2.473 0.820
H 2.189 -0.698 0.434
H 1.710 -3.208 -1.464
H 3.027 -2.157 -1.582
H 1.321 -1.379 -1.870
```


One molecule with the formula C18H17FN2O3S. Source: OMol25; level of theory: ωB97M-V/def2-TZVPD.

Computed properties:
SMILES ... CCOc1ccc(S(=O)(=O)NCc2ccc(F)cc2)c2cccnc12
LUMO level ... -0.02 eV
Energy relative to the best compared isomer or geometry (same formula, charge and spin) ... 27.7 kcal per mole
Orbital gap ... 8.370 eV
Molar mass ... 360.41 g/mol
HOMO ... -8.39 eV
Calculated total energy ... -1529.3929 Eh

Structure (XYZ):
```
42
C18H17FN2O3S, DFT ωB97M-V/def2-TZVPD
C -2.746 -1.472 -3.048
C -3.519 -0.369 -2.331
O -2.663 0.598 -1.751
C -1.998 0.327 -0.621
C -2.134 -0.807 0.155
C -1.368 -0.968 1.311
C -0.467 -0.020 1.709
S 0.481 -0.491 3.146
O 1.487 0.477 3.493
O -0.422 -0.919 4.174
N 1.221 -1.902 2.580
C 2.492 -1.678 1.911
C 2.251 -0.947 0.619
C 2.861 0.273 0.364
C 2.628 0.945 -0.824
C 1.764 0.387 -1.746
F 1.532 1.034 -2.905
C 1.137 -0.825 -1.516
C 1.391 -1.489 -0.331
C -0.312 1.175 0.982
C 0.553 2.229 1.345
C 0.628 3.339 0.546
C -0.161 3.392 -0.614
N -0.982 2.444 -0.969
C -1.081 1.347 -0.204
H -2.152 -2.053 -2.347
H -3.441 -2.135 -3.556
H -2.080 -1.028 -3.784
H -4.110 0.198 -3.054
H -4.199 -0.789 -1.580
H -2.828 -1.587 -0.113
H -1.470 -1.857 1.912
H 1.285 -2.558 3.345
H 3.170 -1.092 2.545
H 2.945 -2.654 1.710
H 3.522 0.703 1.100
H 3.099 1.892 -1.036
H 0.473 -1.233 -2.261
H 0.916 -2.437 -0.129
H 1.136 2.137 2.247
H 1.277 4.163 0.798
H -0.120 4.249 -1.274
```


C18H14AuNO6S2 as an isolated structure. Source: OMol25; level of theory: ωB97M-V/def2-TZVPD.

Computed properties:
LUMO level (alpha / beta) ... 0.01 / -3.46 eV
Orbital gap (alpha / beta) ... 9.196 / 5.841 eV
Spin multiplicity ... 3
Molar mass ... 601.41 g/mol
HOMO (alpha / beta) ... -9.19 / -9.30 eV
Calculated total energy ... -2132.4975 Eh

Structure (XYZ):
```
42
C18H14AuNO6S2, DFT ωB97M-V/def2-TZVPD
Au 0.336 0.642 -0.143
O 0.691 -1.709 -0.708
S -0.032 -2.323 0.416
O -0.659 -3.580 0.112
O -0.938 -1.331 1.026
C 1.190 -2.676 1.697
C 1.285 -4.021 2.030
C 2.164 -4.463 3.009
C 2.967 -3.557 3.671
C 2.892 -2.209 3.348
C 2.015 -1.753 2.373
S 2.090 0.020 2.102
O 3.167 0.523 2.903
O 0.767 0.568 2.432
O 2.316 0.188 0.635
H 0.650 -4.717 1.502
H 2.217 -5.518 3.244
H 3.660 -3.889 4.433
H 3.526 -1.487 3.842
N -2.203 0.542 2.361
C -1.773 1.775 2.523
C -1.358 2.217 3.818
C -0.866 3.475 3.978
C -0.776 4.333 2.869
C -1.200 3.923 1.600
C -1.702 2.664 1.391
C -2.177 2.228 0.050
C -3.398 2.729 -0.405
C -3.884 2.367 -1.649
C -3.150 1.501 -2.447
C -1.937 0.999 -2.000
C -1.426 1.364 -0.756
H -2.061 -0.128 3.106
H -2.255 0.122 1.433
H -1.399 1.518 4.643
H -0.521 3.807 4.947
H -0.365 5.326 2.996
H -1.123 4.601 0.760
H -3.968 3.398 0.229
H -4.836 2.751 -1.991
H -3.526 1.208 -3.419
H -1.381 0.309 -2.623
```


C17H24I2N2O4S2Tl2 as an isolated structure in a non-equilibrium geometry. Source: OMol25; level of theory: ωB97M-V/def2-TZVPD.

Computed properties:
LUMO level ... -16.13 eV
Energy relative to the best compared isomer or geometry (same formula, charge and spin) ... 73.8 kcal per mole
Orbital gap ... 3.035 eV
Net charge ... +4
Molar mass ... 1047.10 g/mol
HOMO ... -19.17 eV
Calculated total energy ... -2807.4429 Eh

Structure (XYZ):
```
53
C17H24I2N2O4S2Tl2, DFT ωB97M-V/def2-TZVPD
I -0.025 -4.330 -1.139
I -0.025 -3.604 -3.777
Tl 0.705 0.589 -2.815
Tl 0.700 -0.197 0.233
S 2.110 -1.156 -1.719
S -1.031 -0.630 -1.511
C 2.206 0.004 1.447
C 3.862 -0.851 -1.617
C -2.607 0.192 -1.290
C 4.318 -1.206 -3.016
C 4.251 0.561 -1.229
C 4.332 -1.873 -0.604
C -3.288 0.020 -2.635
C -2.501 1.646 -0.892
C -3.280 -0.644 -0.230
C 2.180 1.431 -3.783
C -0.516 1.867 -3.647
O 3.046 0.117 2.244
O 3.024 1.973 -4.437
O -1.207 2.659 -4.222
H 3.953 -0.504 -3.776
H 3.989 -2.219 -3.296
H 5.416 -1.187 -3.034
H 3.893 1.314 -1.945
H 5.361 0.607 -1.222
H 3.903 0.838 -0.223
H 3.977 -1.662 0.413
H 5.430 -1.862 -0.590
H 4.002 -2.887 -0.879
H -4.322 0.383 -2.547
H -3.321 -1.040 -2.931
H -2.797 0.585 -3.438
H -3.532 2.040 -0.777
H -1.993 2.262 -1.648
H -1.986 1.785 0.071
H -4.311 -0.292 -0.103
H -2.781 -0.574 0.740
H -3.309 -1.708 -0.513
N -2.756 1.558 6.259
C -2.700 0.377 5.541
O -3.155 -0.662 6.021
C -2.060 0.356 4.173
C -1.616 1.482 3.495
C -0.958 1.368 2.296
N -0.787 0.137 1.754
C -1.158 -1.006 2.405
C -1.831 -0.903 3.591
H -3.160 1.511 7.164
H -2.372 2.420 5.932
H -1.739 2.488 3.896
H -0.518 2.239 1.783
H -0.891 -1.977 1.953
H -2.128 -1.835 4.072
```


One molecule with the formula C4H9NO2 in a non-equilibrium geometry. Source: OMol25; level of theory: ωB97M-V/def2-TZVPD.

Computed properties:
SMILES ... [H]/N=C(\O)[C@H](C)OC
LUMO level ... 0.75 eV
Energy relative to the best compared isomer or geometry (same formula, charge and spin) ... 83.5 kcal per mole
Orbital gap ... 10.277 eV
Molar mass ... 103.12 g/mol
HOMO ... -9.53 eV
Calculated total energy ... -362.9525 Eh

Structure (XYZ):
```
16
C4H9NO2, DFT ωB97M-V/def2-TZVPD
H 0.309 -2.733 0.796
N -0.228 -1.880 0.627
C 0.367 -1.112 -0.148
O 1.923 -1.395 -0.384
C 0.487 0.293 -0.537
C 1.005 1.242 0.518
O -1.024 0.632 -0.900
C -2.107 0.368 -0.039
H 2.229 -1.202 -1.283
H 0.923 0.442 -1.522
H 0.701 0.940 1.522
H 2.097 1.243 0.495
H 0.604 2.244 0.345
H -2.974 0.936 -0.395
H -2.410 -0.685 -0.088
H -1.902 0.668 0.994
```


A 2-piece molecular cluster, CH2NO2S2 overall in a non-equilibrium geometry. Source: OMol25; level of theory: ωB97M-V/def2-TZVPD.

Computed properties:
LUMO level (alpha / beta) ... 3.16 / 3.22 eV
Energy relative to the best compared isomer or geometry (same formula, charge and spin) ... 90.7 kcal per mole
Orbital gap (alpha / beta) ... 7.612 / 6.185 eV
Net charge ... -1
Molar mass ... 124.17 g/mol
HOMO (alpha / beta) ... -4.45 / -2.97 eV
Calculated total energy ... -1040.8166 Eh

Structure (XYZ):
```
8
CH2NO2S2, DFT ωB97M-V/def2-TZVPD
C 0.485 2.315 0.745
N 0.418 -0.508 0.190
O -1.141 3.854 -0.751
O -2.260 2.360 0.915
S 1.834 2.859 1.185
S -1.175 3.334 0.668
H -0.011 0.013 -0.558
H -0.118 -0.340 1.008
```


- Number 6 is which compound?
  CH2NO2S2


- What is the calculated total energy in the third record?
  -2132.4975 Eh


Please write out number 4 again, unchanged.
C17H24I2N2O4S2Tl2 as an isolated structure in a non-equilibrium geometry. Source: OMol25; level of theory: ωB97M-V/def2-TZVPD.

Computed properties:
LUMO level ... -16.13 eV
Energy relative to the best compared isomer or geometry (same formula, charge and spin) ... 73.8 kcal per mole
Orbital gap ... 3.035 eV
Net charge ... +4
Molar mass ... 1047.10 g/mol
HOMO ... -19.17 eV
Calculated total energy ... -2807.4429 Eh

Structure (XYZ):
```
53
C17H24I2N2O4S2Tl2, DFT ωB97M-V/def2-TZVPD
I -0.025 -4.330 -1.139
I -0.025 -3.604 -3.777
Tl 0.705 0.589 -2.815
Tl 0.700 -0.197 0.233
S 2.110 -1.156 -1.719
S -1.031 -0.630 -1.511
C 2.206 0.004 1.447
C 3.862 -0.851 -1.617
C -2.607 0.192 -1.290
C 4.318 -1.206 -3.016
C 4.251 0.561 -1.229
C 4.332 -1.873 -0.604
C -3.288 0.020 -2.635
C -2.501 1.646 -0.892
C -3.280 -0.644 -0.230
C 2.180 1.431 -3.783
C -0.516 1.867 -3.647
O 3.046 0.117 2.244
O 3.024 1.973 -4.437
O -1.207 2.659 -4.222
H 3.953 -0.504 -3.776
H 3.989 -2.219 -3.296
H 5.416 -1.187 -3.034
H 3.893 1.314 -1.945
H 5.361 0.607 -1.222
H 3.903 0.838 -0.223
H 3.977 -1.662 0.413
H 5.430 -1.862 -0.590
H 4.002 -2.887 -0.879
H -4.322 0.383 -2.547
H -3.321 -1.040 -2.931
H -2.797 0.585 -3.438
H -3.532 2.040 -0.777
H -1.993 2.262 -1.648
H -1.986 1.785 0.071
H -4.311 -0.292 -0.103
H -2.781 -0.574 0.740
H -3.309 -1.708 -0.513
N -2.756 1.558 6.259
C -2.700 0.377 5.541
O -3.155 -0.662 6.021
C -2.060 0.356 4.173
C -1.616 1.482 3.495
C -0.958 1.368 2.296
N -0.787 0.137 1.754
C -1.158 -1.006 2.405
C -1.831 -0.903 3.591
H -3.160 1.511 7.164
H -2.372 2.420 5.932
H -1.739 2.488 3.896
H -0.518 2.239 1.783
H -0.891 -1.977 1.953
H -2.128 -1.835 4.072
```